C19H24N2O4S | the ωB97M-V functional and the def2-TZVPD basis

ΔE to the lowest compared entry with this formula, charge and spin   49.49 kcal/mol
Frontier orbital gap   8.74 eV
E_tot   -42097.3990 eV
LUMO energy   -0.0054 hartree
HOMO level   -0.327 Eh
SMILES   CC(=O)c1cccc(S(=O)(=O)NC[C@H](c2ccco2)N2CCCCC2)c1

Positions of all 50 atoms, in Å:
C (-2.7999, -3.2489, -0.6592)
C (-2.9538, -2.6070, 0.6937)
O (-3.2864, -3.2350, 1.6722)
C (-2.6603, -1.1469, 0.7809)
C (-2.3393, -0.3656, -0.3289)
C (-2.0434, 0.9702, -0.1525)
C (-2.0815, 1.5678, 1.0926)
C (-2.4283, 0.8041, 2.1965)
C (-2.6993, -0.5432, 2.0393)
H (-2.9544, -1.1605, 2.8883)
H (-2.4786, 1.2557, 3.1754)
H (-1.8603, 2.6210, 1.1682)
S (-1.4721, 1.9211, -1.5644)
O (-1.7572, 3.3060, -1.3449)
O (-1.9299, 1.2816, -2.7600)
N (0.1805, 1.7491, -1.5032)
H (0.5792, 2.1901, -0.6827)
C (0.6875, 0.4057, -1.6627)
H (0.7473, 0.1822, -2.7303)
H (0.0151, -0.3276, -1.2009)
C (2.0786, 0.2970, -1.0185)
C (2.5635, -1.1221, -1.0416)
C (3.8264, -1.6300, -1.1423)
C (3.7019, -3.0369, -1.0322)
C (2.3753, -3.2794, -0.8686)
O (1.6775, -2.1295, -0.8690)
H (1.8209, -4.1883, -0.7452)
H (4.4914, -3.7585, -1.0708)
H (4.7298, -1.0732, -1.2856)
N (2.0385, 0.8842, 0.3211)
C (3.3272, 1.3627, 0.7897)
C (3.1297, 2.2438, 2.0207)
C (2.4357, 1.4547, 3.1252)
C (1.1325, 0.8815, 2.5797)
C (1.4145, 0.0472, 1.3338)
H (0.4791, -0.3561, 0.9417)
H (2.0637, -0.8022, 1.6094)
H (0.6398, 0.2587, 3.3279)
H (0.4583, 1.6974, 2.3145)
H (2.2388, 2.0973, 3.9847)
H (3.0839, 0.6391, 3.4545)
H (4.0984, 2.6117, 2.3620)
H (2.5141, 3.1015, 1.7447)
H (3.7912, 1.9473, -0.0083)
H (4.0017, 0.5255, 1.0406)
H (2.7739, 0.9084, -1.6034)
H (-2.3355, -0.7549, -1.3343)
H (-1.7874, -3.1048, -1.0304)
H (-3.4940, -2.7993, -1.3658)
H (-3.0096, -4.3125, -0.5781)

These are the natural (NBO) partial charges, in e, on atoms 1 to 4: C -0.72; C 0.58; O -0.53; C -0.17

***

C27H29FN5SSiTi | the ωB97M-V functional and the def2-TZVPD basis

ΔE to the lowest compared entry with this formula, charge and spin   13.42 kcal/mol
Frontier orbital gap   6.38 eV
E_tot   -80463.9440 eV
LUMO energy   -0.1492 hartree
HOMO level   -0.384 Eh
Total charge   +1

Positions of all 65 atoms, in Å:
Ti (-1.3257, -1.0186, 0.9972)
N (-0.8254, 1.9870, 4.1499)
C (-0.9928, 1.4430, 2.9375)
S (-2.3804, 0.3789, 2.7006)
N (-0.1521, 1.7001, 1.9809)
N (-0.5926, 1.0550, 0.8528)
C (-0.5824, 1.6734, -0.2682)
C (0.0110, 3.0095, -0.4783)
C (1.3702, 3.1903, -0.2357)
C (1.9454, 4.4342, -0.4368)
C (1.1646, 5.5021, -0.8580)
C (-0.1937, 5.3279, -1.0814)
C (-0.7718, 4.0810, -0.8994)
C (-1.3347, 0.9771, -1.3264)
C (-1.4235, 1.4795, -2.6136)
C (-2.3086, 0.9011, -3.5102)
C (-3.0705, -0.1715, -3.0878)
C (-2.8681, -0.6653, -1.8118)
N (-2.0169, -0.1234, -0.9347)
H (-1.5254, 1.8601, 4.8579)
H (-0.1260, 2.7016, 4.2696)
H (1.9657, 2.3571, 0.1177)
H (3.0028, 4.5735, -0.2569)
H (1.6154, 6.4738, -1.0084)
H (-0.8043, 6.1633, -1.3962)
H (-1.8341, 3.9467, -1.0656)
H (-0.8212, 2.3317, -2.8914)
H (-2.4042, 1.2924, -4.5139)
H (-3.7922, -0.6499, -3.7335)
H (-3.4172, -1.5355, -1.4922)
C (-1.3189, -3.4265, 1.1745)
C (-1.7795, -2.9569, 2.4132)
C (-3.0163, -2.3043, 2.2143)
C (-3.2969, -2.3183, 0.8434)
C (-2.2366, -3.0057, 0.1935)
H (-0.3786, -3.9198, 0.9916)
H (-1.2678, -3.0418, 3.3570)
H (-3.6195, -1.8537, 2.9832)
H (-4.1679, -1.8749, 0.3878)
H (-2.1711, -3.2119, -0.8584)
C (-0.2537, -2.4735, -2.5854)
Si (1.0657, -1.9244, -1.3711)
C (2.2142, -3.3925, -1.1815)
C (1.8710, -0.4829, -2.2959)
N (0.5188, -1.3819, 0.2354)
C (1.6014, -1.0430, 1.0688)
C (2.9359, -0.7979, 0.7040)
C (3.9068, -0.5218, 1.6570)
C (3.6097, -0.4689, 3.0098)
C (2.3006, -0.6875, 3.4150)
C (1.3849, -0.9576, 2.4356)
F (0.0578, -1.1377, 2.7943)
H (0.3369, -2.8369, -3.4336)
H (-0.8343, -1.6355, -2.9682)
H (-0.9205, -3.2883, -2.3193)
H (2.6006, -3.6622, -2.1678)
H (1.6674, -4.2606, -0.8046)
H (3.0642, -3.2265, -0.5228)
H (1.4996, -0.4574, -3.3230)
H (2.9582, -0.5509, -2.3560)
H (1.6307, 0.4796, -1.8368)
H (3.2378, -0.8132, -0.3307)
H (4.9211, -0.3442, 1.3245)
H (4.3775, -0.2526, 3.7384)
H (1.9895, -0.6436, 4.4497)

These are the natural (NBO) partial charges, in e, on atoms 1 to 4: Ti 1.32; N -0.77; C 0.32; S -0.12

***

C5H8O2 | the ωB97M-V functional and the def2-TZVPD basis

ΔE to the lowest compared entry with this formula, charge and spin   157.27 kcal/mol
Frontier orbital gap   8.96 eV
E_tot   -9403.0122 eV
LUMO energy   0.0243 hartree
HOMO level   -0.305 Eh

Positions of all 15 atoms, in Å:
C (0.7847, 1.7440, 0.3319)
C (1.0802, 0.4253, 0.5630)
O (0.4077, -0.2146, 1.6134)
C (-0.3816, -1.1146, 0.8759)
C (-1.2492, -0.5754, -0.2534)
C (-0.0280, -1.0815, -0.5396)
O (0.6775, -1.7561, -1.4721)
H (-0.6592, 1.5981, -0.3263)
H (0.2660, 2.2990, 1.1094)
H (1.3982, 2.3216, -0.3547)
H (1.9834, -0.0601, 0.2003)
H (-0.6885, -1.9803, 1.4652)
H (-1.2373, 0.9324, -0.4153)
H (-2.2855, -0.7487, -0.5114)
H (0.1906, -1.7146, -2.3068)

These are the natural (NBO) partial charges, in e, on atoms 1 to 4: C -0.52; C 0.07; O -0.53; C 0.07

***

C19H21N5O4S | the ωB97M-V functional and the def2-TZVPD basis

ΔE to the lowest compared entry with this formula, charge and spin   74.68 kcal/mol
Frontier orbital gap   8.49 eV
E_tot   -46518.3540 eV
LUMO energy   -0.0056 hartree
HOMO level   -0.318 Eh
SMILES   CCCCNS(=O)(=O)c1ccc(-n2nc(C(=O)O)c3c2-c2cn[nH]c2CC3)cc1

Positions of all 50 atoms, in Å:
O (-1.4197, -6.4628, -2.2322)
O (5.2809, 1.5753, 0.2372)
O (3.7977, 2.9990, -1.1309)
N (-3.2899, 0.6147, -0.4257)
N (0.4312, -3.8406, -0.7575)
O (0.5328, -6.7142, -1.1132)
C (-0.4967, -5.9742, -1.6007)
C (-2.1491, -0.0153, -0.2774)
C (-0.5584, -4.5356, -1.3242)
C (-2.2328, -1.2414, -0.9997)
C (-1.3381, -2.4152, -1.0727)
C (-1.7000, -3.6062, -1.6188)
C (-3.4603, -1.2873, -1.6032)
C (0.8332, -0.3291, -1.3980)
C (1.9574, -1.5685, 0.3422)
C (1.7443, 0.7078, -1.2471)
C (2.8903, -0.5206, 0.4676)
C (0.9023, -1.4809, -0.5847)
C (2.7549, 0.6568, -0.2843)
N (-4.0477, -0.1190, -1.2663)
N (-0.0074, -2.5341, -0.7035)
N (3.3505, 2.6857, 1.4354)
C (-0.2662, 5.2865, 3.7743)
C (-3.1152, -3.8068, -2.1660)
C (-3.8854, -2.4764, -2.4636)
C (2.0348, 3.2953, 1.3447)
C (0.1523, 4.4013, 2.6203)
C (1.6294, 3.9921, 2.6489)
S (3.8982, 2.0485, -0.0400)
H (0.3579, -7.6213, -1.4048)
H (-1.3367, 0.3400, 0.2933)
H (0.0518, -0.2458, -2.1615)
H (2.0502, -2.4382, 0.9650)
H (1.6150, 1.5536, -1.9328)
H (3.5929, -0.6552, 1.2555)
H (-4.9792, 0.1696, -1.5739)
H (4.0584, 3.4092, 1.6793)
H (-1.3517, 5.5025, 3.7258)
H (-0.0944, 4.7546, 4.7444)
H (0.2556, 6.2565, 3.8387)
H (-3.0414, -4.3933, -3.0937)
H (-3.5943, -4.4065, -1.3860)
H (-4.9842, -2.6619, -2.3631)
H (-3.6563, -2.1835, -3.4563)
H (2.0223, 4.0391, 0.5515)
H (1.2914, 2.5678, 1.0769)
H (-0.4467, 3.4999, 2.6912)
H (-0.1151, 4.9294, 1.7032)
H (2.2641, 4.8872, 2.7503)
H (1.8170, 3.3618, 3.5362)

These are the natural (NBO) partial charges, in e, on atoms 1 to 4: O -0.59; O -0.92; O -0.93; N -0.25

***

C5H13NO | the ωB97M-V functional and the def2-TZVPD basis

ΔE to the lowest compared entry with this formula, charge and spin   40.84 kcal/mol
Frontier orbital gap   9.69 eV
E_tot   -8932.2397 eV
LUMO energy   0.0276 hartree
HOMO level   -0.329 Eh
SMILES   C=CC[C@H](C)N.O

Positions of all 20 atoms, in Å:
C (1.8214, 0.4806, -1.3894)
C (0.5188, -0.0739, -0.8470)
C (-0.2854, 1.0775, -0.2186)
C (0.2890, 1.5984, 1.0672)
C (-0.3999, 2.1760, 2.0493)
N (-0.2485, -0.7908, -1.8673)
H (2.4419, -0.3184, -1.7966)
H (2.3211, 1.0128, -0.5852)
H (1.6305, 1.1338, -2.2429)
H (0.6219, -0.8290, -0.0648)
H (-0.5253, 1.8323, -0.9661)
H (-1.2814, 0.7484, 0.1167)
H (1.3695, 1.6816, 1.1774)
H (0.0787, 2.9376, 2.6525)
H (-1.4714, 2.0335, 2.1462)
H (-0.7174, -0.1716, -2.5220)
H (-1.0163, -1.2949, -1.4527)
H (-1.4236, -5.0496, 1.9034)
H (-2.0817, -4.0739, 0.9916)
O (-1.6417, -4.1105, 1.8484)

These are the natural (NBO) partial charges, in e, on atoms 1 to 4: C -0.62; C -0.04; C -0.46; C -0.17

***

C5H4AgLiO7 | the ωB97M-V functional and the def2-TZVPD basis

ΔE to the lowest compared entry with this formula, charge and spin   9.63 kcal/mol
Frontier orbital gap (alpha / beta)   1.77 / 1.39 eV
E_tot   -23785.5822 eV
LUMO energy (alpha / beta)   -0.0289 / -0.0435 hartree
Spin multiplicity   2
<S²>   0.762
HOMO level (alpha / beta)   -0.094 / -0.095 Eh
Total charge   -1

Positions of all 18 atoms, in Å:
O (0.6477, -3.4762, 0.7229)
C (1.2555, -3.6923, 1.9722)
C (0.1466, -3.3677, 2.9965)
O (-1.0174, -3.2938, 2.2184)
C (-0.6357, -2.8100, 0.9045)
H (1.5856, -4.7401, 2.0350)
H (2.1351, -3.0417, 2.1096)
H (0.3442, -2.4084, 3.5079)
H (0.0244, -4.1486, 3.7579)
Li (-0.3321, 1.0132, 0.7782)
O (0.5222, -0.7206, 0.3083)
O (-1.4892, -3.0920, -0.0159)
O (-1.2264, -0.5458, 1.6319)
C (-0.4117, -1.2525, 0.9725)
C (-1.2826, 3.1531, -0.9595)
O (-1.3520, 4.2993, -1.3912)
O (-0.6484, 2.7500, 0.0453)
Ag (-0.1760, 5.8535, -0.0965)

These are the natural (NBO) partial charges, in e, on atoms 1 to 4: O -0.56; C -0.09; C -0.10; O -0.55